Entry 1:
A molecular structure, C10H26BrO5PSSi2 at a distorted geometry. Source: the OMol25 dataset; level of theory: wB97M-V/def2-TZVPD.

Output
Net charge = 0
HOMO energy = -8.4 eV
LUMO = 0.33 eV
Orbital gap = 8.70 eV

```
46
C10H26BrO5PSSi2 (wB97M-V/def2-TZVPD)
C -0.30414 5.49281 2.36923
C -0.52487 3.95728 2.55538
C -1.32854 3.25990 1.40844
Br -0.81847 3.81957 -0.40943
Si -0.89115 1.39673 1.49850
O -1.56776 0.49720 0.21326
Si -0.36408 -0.25523 -0.74578
O 0.19824 -1.73374 -0.06468
C 1.51400 -1.64456 0.50978
C 2.59086 -2.32535 -0.37845
C 3.09260 -1.40220 -1.54287
O 3.71300 -2.65090 0.43932
P -1.25667 -0.63807 -2.75406
C 0.16128 -0.51380 -3.97483
C -1.83509 -2.43726 -2.62873
C -1.99935 -3.07221 -4.04428
S -1.43957 0.51444 3.41544
C -0.85998 -1.22797 3.36000
O -0.72109 1.21374 4.51487
O -2.92261 0.54285 3.50138
H 0.76986 5.69716 2.49522
H -0.80955 6.02082 3.19820
H -0.72179 5.90295 1.44212
H 0.40282 3.38971 2.73160
H -1.13560 3.82943 3.46846
H -2.41251 3.32952 1.60499
H 0.58458 1.34644 1.39218
H 0.76469 0.66730 -0.97543
H 1.50323 -2.17919 1.47860
H 1.75877 -0.58481 0.70478
H 2.19275 -3.23817 -0.85348
H 2.64880 -0.39535 -1.52131
H 2.99839 -1.90104 -2.51740
H 4.17631 -1.26803 -1.37055
H 3.57822 -2.29283 1.31368
H -0.21696 -0.56713 -5.00746
H 0.94918 -1.26560 -3.79807
H 0.62798 0.48239 -3.86173
H -1.10467 -3.03775 -2.06066
H -2.78807 -2.40588 -2.07436
H -2.39311 -4.09634 -3.97752
H -0.99384 -3.12117 -4.49554
H -2.67470 -2.42801 -4.63157
H -1.17775 -1.73600 2.43572
H -1.20582 -1.75761 4.26102
H 0.24218 -1.18408 3.37600
```

Entry 2:
A single C4H8N4 molecule at a distorted geometry. Source: the OMol25 dataset; level of theory: wB97M-V/def2-TZVPD.

Output
Net charge = 0
Energy above the lowest of the compared OMol25 structures with the same formula, charge and spin = 142.5 kcal/mol
HOMO energy = -7.7 eV
LUMO = 0.90 eV
SMILES = C1=NN[C@@H]2C[C@H]2NN1
Orbital gap = 8.60 eV

```
16
C4H8N4 (wB97M-V/def2-TZVPD)
C 1.78122 0.08491 -0.09999
N 1.81118 -1.21680 -0.09589
N 0.47132 -1.67875 0.27444
C -0.49994 -0.75506 0.52101
C -1.94734 -0.51357 -0.16159
C -0.84312 0.44475 -0.37065
N -0.30512 1.58255 0.38957
N 1.17565 1.29273 -0.02772
H 2.75547 0.34217 -0.12965
H 0.27964 -2.47532 -0.26819
H -0.62513 -0.57585 1.62008
H -2.80131 -0.31606 0.48316
H -2.15585 -1.04022 -1.12521
H -0.34347 0.16166 -1.29984
H -0.54069 2.55881 -0.06663
H 1.78747 2.10404 0.35708
```

Entry 3:
A molecular structure, C22H38N4O5PS. Source: the OMol25 dataset; level of theory: wB97M-V/def2-TZVPD.

Output
Net charge = +1
HOMO energy = -10.9 eV
LUMO = -2.39 eV
Orbital gap = 8.46 eV

```
71
C22H38N4O5PS (wB97M-V/def2-TZVPD)
C 4.48605 -0.08149 2.32474
C 4.09614 -0.00769 0.84515
C 2.70406 -0.60879 0.68172
C 2.64023 -2.14989 0.69235
N 1.81010 0.01949 -0.31230
C 1.79991 0.53785 -1.58958
N 2.76368 0.59205 -2.57662
S 2.23897 1.52466 -3.96212
P 4.36726 -0.01591 -2.92860
C 4.28240 -1.74442 -2.30062
O 5.30290 0.80107 -1.86408
N 0.59083 1.05235 -1.85058
C -0.16805 0.81320 -0.80921
C -1.61406 1.16364 -0.80418
O -2.23837 0.19823 -1.64163
C -3.53066 -0.14506 -1.26290
C -3.71265 -0.99911 -0.19525
C -4.98983 -1.35759 0.22504
C -5.16851 -2.29745 1.38350
C -6.06473 -0.81528 -0.46268
C -5.86768 0.02815 -1.54861
C -4.59954 0.37651 -1.99272
C -4.36280 1.27936 -3.18987
C -3.37460 0.62891 -4.19791
C -5.65762 1.63000 -3.91881
N 0.50753 0.19156 0.14575
C -0.01653 -0.22660 1.43906
C 0.17128 0.84852 2.51609
C -0.75544 2.01623 2.28018
O -0.49706 2.90851 1.51976
O -1.95085 1.90180 2.92512
H 4.39704 -1.11590 2.66319
H 3.85465 0.54269 2.94948
H 5.52231 0.21703 2.45598
H 4.85016 -0.52156 0.27163
H 4.06790 1.03699 0.54325
H 2.27387 -0.31699 1.63471
H 2.08852 -2.50996 1.55794
H 2.10921 -2.52433 -0.17966
H 3.63443 -2.58299 0.71579
H 2.41065 0.53595 -4.84634
H 4.65930 -2.32417 -3.14347
H 3.26410 -2.07895 -2.12897
H 4.93503 -1.94286 -1.45835
H 6.23002 0.64004 -2.08214
H -1.74027 2.16286 -1.21979
H -2.07136 1.14280 0.18370
H -2.85617 -1.41735 0.32195
H -4.63348 -1.93561 2.26024
H -4.76914 -3.28148 1.13694
H -6.21846 -2.42243 1.63208
H -7.06828 -1.07297 -0.15407
H -6.74362 0.41811 -2.04376
H -3.90145 2.20622 -2.84180
H -3.73095 0.75488 -5.21677
H -3.25906 -0.43542 -4.00518
H -2.38435 1.06940 -4.11870
H -6.20318 0.71769 -4.16107
H -6.30972 2.27984 -3.33804
H -5.42490 2.12290 -4.85915
H 0.52395 -1.10829 1.76635
H -1.05108 -0.53352 1.32062
H 1.18375 1.24329 2.45691
H 0.01395 0.42808 3.50493
H -2.10734 2.68429 3.47063
C 5.48566 -0.26551 5.90253
O 4.54666 0.64353 5.32855
H 6.08931 -0.65922 5.08847
H 6.14301 0.23718 6.61419
H 4.98410 -1.09690 6.40304
H 4.01287 0.99982 6.04396
```

Entry 4:
2 unconnected molecules or ions with the total composition C12H18P at a distorted geometry. Source: the OMol25 dataset; level of theory: wB97M-V/def2-TZVPD.

Output
Net charge = +1
Energy above the lowest of the compared OMol25 structures with the same formula, charge and spin = 74.6 kcal/mol
HOMO energy (alpha / beta) = -12.0 / -12.0 eV
LUMO (alpha / beta) = -6.96 / -6.96 eV
Orbital gap (alpha / beta) = 5.00 / 5.00 eV

```
31
C12H18P (wB97M-V/def2-TZVPD)
C -1.23573 0.11286 1.24724
C -2.65424 -1.08956 -0.27006
C -2.00452 -0.97441 0.97817
C -1.21062 1.26681 0.42188
C -2.71755 0.03382 -1.07425
C -1.94906 1.04217 -0.64167
C 1.49729 0.67641 -1.22552
C 1.44822 -0.55936 -0.29323
C -2.09616 -1.96963 2.05701
C -0.42205 2.45590 0.85201
C -3.15518 -0.12395 -2.39939
C 4.19731 -0.03094 -0.38362
P 2.61579 0.74849 0.25481
H -0.57543 0.20383 2.10603
H -3.18409 -1.86723 -0.67058
H 1.85865 0.59684 -2.23893
H 0.60852 1.28022 -0.91369
H 0.46017 -0.64210 0.10580
H 1.81146 -1.45105 -0.60936
H -1.25347 -2.64654 1.98940
H -1.92422 -1.49192 3.00316
H -3.04476 -2.55368 1.93450
H -1.17731 3.14150 1.38113
H 0.39059 2.08808 1.46132
H -0.05403 2.84458 -0.06637
H -3.76556 -1.04410 -2.54341
H -3.85796 0.60834 -2.81102
H -2.40258 -0.15129 -3.05790
H 5.16631 0.57221 -0.21184
H 4.08278 -0.11588 -1.47421
H 4.50017 -1.05813 -0.17088
```

Entry 5:
A single C17H25N3OS molecule. Source: the OMol25 dataset; level of theory: wB97M-V/def2-TZVPD.

Output
Net charge = 0
Energy above the lowest of the compared OMol25 structures with the same formula, charge and spin = 16.9 kcal/mol
HOMO energy = -7.8 eV
LUMO = 0.54 eV
SMILES = CCCNC(=S)N1CCC(NC(=O)c2cccc(C)c2)CC1
Orbital gap = 8.33 eV

```
47
C17H25N3OS (wB97M-V/def2-TZVPD)
C -2.48168 -2.90286 0.42545
C -3.57522 -2.95728 -0.63555
C -4.52153 -1.75827 -0.55953
N -3.82651 -0.50703 -0.74146
C -3.71417 0.44415 0.20607
S -4.47836 0.30096 1.67254
N -3.02563 1.58058 -0.10486
C -2.31614 1.76670 -1.35154
C -0.91389 1.13780 -1.27703
C -0.48155 1.07152 0.19998
N 0.94353 0.85459 0.31040
C 1.46827 -0.38309 0.13519
O 0.76684 -1.34703 -0.10905
C 2.94735 -0.47678 0.28677
C 3.47456 -1.65634 0.80043
C 4.84162 -1.79188 0.95640
C 5.68690 -0.76185 0.58600
C 5.17958 0.41635 0.04728
C 6.11055 1.51705 -0.36281
C 3.80647 0.54934 -0.09451
C -0.92172 2.34386 0.91749
C -2.46286 2.39362 0.95448
H -1.95559 -3.85277 0.47335
H -1.74670 -2.13387 0.20035
H -2.91354 -2.69622 1.40184
H -4.17490 -3.85917 -0.50017
H -3.12179 -3.00622 -1.62951
H -5.00360 -1.72100 0.41959
H -5.29672 -1.84716 -1.33048
H -3.21760 -0.47315 -1.54335
H -2.23044 2.84841 -1.49265
H -2.89817 1.38198 -2.19075
H -0.89297 0.12953 -1.69208
H -0.20136 1.74413 -1.83945
H -0.96360 0.20470 0.67050
H 1.53814 1.64075 0.51182
H 2.79792 -2.45174 1.07217
H 5.25034 -2.70470 1.36340
H 6.75543 -0.87098 0.70449
H 5.57478 2.31818 -0.86585
H 6.87818 1.13560 -1.03392
H 6.61109 1.93172 0.51190
H 3.41221 1.45372 -0.53881
H -0.53089 2.35671 1.93497
H -0.51924 3.21046 0.38703
H -2.81556 3.42411 0.84294
H -2.84181 2.00286 1.90056
```

Entry 6:
2 unconnected molecules or ions with the total composition HOS3 at a distorted geometry. Source: the OMol25 dataset; level of theory: wB97M-V/def2-TZVPD.

Output
Net charge = -1
Energy above the lowest of the compared OMol25 structures with the same formula, charge and spin = 18.3 kcal/mol
HOMO energy = -2.7 eV
LUMO = 1.27 eV
Orbital gap = 4.01 eV

```
5
HOS3 (wB97M-V/def2-TZVPD)
O -1.17320 -1.34487 -1.84707
S 1.48189 -1.57346 -1.03524
S -0.55141 1.59944 2.25497
S -0.26114 -0.77523 -0.88684
H 0.50385 2.09412 1.51419
```

| no. | energy (hartree) |
| --- | --- |
| 1 | -4665.4316 |
| 2 | -376.0214 |
| 3 | -2195.6002 |
| 4 | -808.9300 |
| 5 | -1300.5254 |
| 6 | -1270.4113 |